Record 1
The following is a DFT calculation (ωB97M-V with the def2-TZVPD basis set) of a structure of composition C31H31AsBrCl3CrIN5O7S.

Each line ends with the Löwdin spin population.
Atoms and positions in Å:
Cr -0.401 -1.482 0.398  3.665
C 3.020 -1.999 3.123  0.003
C 2.060 -1.897 1.980  0.027
N 0.831 -1.558 2.148  0.002
O 0.436 -1.356 3.462  0.004
C 2.472 -2.217 0.621  0.020
C 3.830 -2.682 0.216  0.002
N 1.534 -2.101 -0.282  0.005
O 1.800 -2.415 -1.493  0.006
H 2.664 -1.398 3.955  0.000
H 4.010 -1.666 2.817  0.001
H 3.096 -3.037 3.456  0.001
H -0.117 -0.537 3.362  0.000
H 4.496 -2.808 1.069  0.000
H 4.273 -1.964 -0.481  0.001
H 3.749 -3.629 -0.323  0.001
O -0.490 1.036 2.959  0.001
C -0.613 1.518 1.831  0.004
N -0.794 2.899 1.681  0.002
C -1.313 3.145 0.350  0.001
C -1.029 1.751 -0.309  0.004
O -1.252 1.574 -1.487  0.001
N -0.602 0.879 0.636  0.032
C -0.559 4.197 -0.429  0.000
C 0.662 4.686 0.017  0.000
C 1.382 5.594 -0.751  0.000
C 0.891 6.020 -1.976  0.000
C -0.323 5.522 -2.435  0.000
C -1.040 4.616 -1.670  0.000
C -2.819 3.377 0.429  0.000
C -3.340 4.661 0.559  0.000
C -4.700 4.858 0.761  0.000
C -5.556 3.769 0.843  0.000
C -5.044 2.484 0.720  0.000
C -3.688 2.290 0.507  0.000
H -1.236 3.349 2.468  0.000
H 1.061 4.318 0.952  0.000
H 2.341 5.951 -0.395  0.000
H 1.456 6.722 -2.577  0.000
H -0.706 5.829 -3.401  0.000
H -1.970 4.205 -2.039  0.000
H -2.675 5.515 0.494  0.000
H -5.089 5.865 0.857  0.000
H -6.617 3.921 1.005  0.000
H -5.688 1.617 0.798  0.000
H -3.308 1.279 0.412  0.000
C 1.387 2.248 -3.411  0.000
As 2.895 1.555 -2.424  0.000
C 3.562 -0.017 -3.312  0.000
C 4.259 2.878 -2.864  0.000
S 2.800 1.409 -0.352  0.001
H 1.695 3.165 -3.915  0.000
H 0.575 2.435 -2.711  0.000
H 1.050 1.487 -4.108  0.000
H 3.587 0.150 -4.390  0.000
H 2.894 -0.840 -3.068  0.000
H 4.566 -0.207 -2.932  0.000
H 4.435 2.921 -3.940  0.000
H 5.175 2.613 -2.339  0.000
H 3.905 3.844 -2.504  0.000
O -4.609 -1.293 1.774  0.020
C -3.445 -1.437 1.497  0.022
N -2.302 -1.583 1.241  0.016
Cl -0.490 -4.159 -2.857  0.001
C -0.122 -2.594 -3.596  0.000
Cl -1.464 -2.166 -4.705  0.001
Cl 1.360 -2.756 -4.565  0.000
C -0.017 -1.407 -2.545  0.009
O 0.557 -0.409 -2.947  0.004
O -0.836 -1.532 -1.589  0.042
Br 1.202 -7.711 1.241  0.000
C -0.337 -7.345 2.277  0.004
C -0.759 -8.330 3.162  0.002
C -1.878 -8.124 3.949  -0.001
C -2.574 -6.927 3.849  0.001
C -2.150 -5.950 2.967  0.002
C -1.025 -6.138 2.162  0.037
I -0.457 -4.572 0.901  0.051
H -0.200 -9.254 3.225  0.000
H -2.200 -8.895 4.638  0.000
H -3.450 -6.749 4.460  0.000
H -2.685 -5.012 2.890  0.001

Output
Relative energy (zero: lowest compared OMol25 entry of this formula, charge and spin): 153.73 kJ/mol
Spin multiplicity: 5
Gap between HOMO and LUMO (spin up / spin down): 0.2106 / 0.2281 hartree
E: -270243.13121 eV
Net charge: -2
<S²>: 6.02
LUMO level (spin up / spin down): 3.7 / 3.7 eV

Record 2
The following is a DFT calculation (ωB97M-V with the def2-TZVPD basis set) of a structure of composition C31H31AsN4O3ReS.

Each line ends with the Löwdin spin population.
Atoms and positions in Å:
Re 0.114 -0.340 1.712  0.955
C 4.531 -0.677 1.568  0.001
C 3.186 -1.051 1.655  0.014
N 2.195 -0.233 1.343  0.005
C 2.498 1.039 0.920  0.002
C 3.819 1.506 0.851  0.000
C 4.849 0.596 1.174  0.016
C 4.040 2.861 0.502  -0.018
C 2.982 3.693 0.276  -0.001
C 1.653 3.224 0.335  -0.019
C 1.413 1.903 0.604  0.004
N 0.157 1.249 0.724  -0.068
C -1.091 1.783 0.295  0.001
C -1.302 2.743 -0.657  -0.014
C -2.618 3.152 -0.963  -0.002
C -3.696 2.606 -0.332  -0.013
C -3.513 1.573 0.620  0.000
C -4.571 0.920 1.287  0.021
C -4.299 -0.098 2.163  0.002
C -2.973 -0.495 2.363  0.017
N -1.957 0.093 1.753  0.006
C -2.205 1.149 0.911  0.008
H 5.295 -1.391 1.836  0.000
H 2.907 -2.033 2.014  0.000
H 5.882 0.917 1.125  0.001
H 5.055 3.233 0.451  -0.001
H 3.153 4.737 0.052  0.000
H 0.845 3.926 0.196  -0.001
H -0.479 3.184 -1.200  -0.001
H -2.760 3.918 -1.714  0.000
H -4.699 2.938 -0.562  -0.001
H -5.592 1.227 1.098  0.001
H -5.088 -0.611 2.693  0.000
H -2.718 -1.308 3.032  0.000
C 2.304 -2.488 -1.247  0.000
C 0.826 -2.832 -1.356  -0.001
As -0.305 -2.393 0.183  0.004
C -0.325 -3.989 1.308  -0.003
C 1.032 -4.320 1.916  0.000
C -2.070 -2.309 -0.659  0.007
C -2.541 -3.643 -1.229  0.001
H 2.819 -2.812 -2.151  0.000
H 2.780 -2.989 -0.405  0.000
H 2.457 -1.414 -1.145  0.000
H 0.681 -3.901 -1.525  0.000
H 0.373 -2.315 -2.204  0.000
H -0.675 -4.800 0.667  0.000
H -1.075 -3.826 2.082  0.000
H 1.778 -4.527 1.147  0.000
H 0.952 -5.212 2.536  0.000
H 1.387 -3.514 2.559  0.000
H -1.978 -1.557 -1.447  0.000
H -2.778 -1.924 0.076  0.000
H -1.816 -4.068 -1.924  0.000
H -3.471 -3.504 -1.778  0.001
H -2.730 -4.371 -0.441  0.000
O -0.167 2.707 3.854  0.009
C 0.039 1.619 4.318  0.009
N 0.506 0.531 3.568  0.040
S 0.604 -0.846 4.426  0.006
O -0.288 -1.684 3.558  0.005
O 1.903 -1.398 4.628  0.001
C -0.083 -0.206 5.901  0.001
C -0.283 -0.827 7.117  0.000
C -0.716 -0.025 8.165  0.001
C -0.908 1.343 7.988  0.001
C -0.674 1.952 6.762  0.001
C -0.255 1.157 5.710  0.002
H -0.110 -1.886 7.251  0.000
H -0.898 -0.467 9.135  0.000
H -1.237 1.943 8.825  0.000
H -0.809 3.016 6.623  0.000

Output
Relative energy (zero: lowest compared OMol25 entry of this formula, charge and spin): 15.49 kJ/mol
Spin multiplicity: 2
Gap between HOMO and LUMO (spin up / spin down): 0.2479 / 0.2572 hartree
E: -118544.94451 eV
Net charge: +2
<S²>: 0.79
LUMO level (spin up / spin down): -7.4 / -7.0 eV

Record 3
The following is a DFT calculation (ωB97M-V with the def2-TZVPD basis set) of a cluster of 5 separate species, C31H31BBr2ClO17 in total.

Each line ends with the Mulliken charge.
Atoms and positions in Å:
C 5.542 -4.272 1.359  -0.398
O 6.197 -3.074 1.030  -0.350
C 5.756 -2.388 -0.128  -0.464
C 5.209 -0.992 0.185  -0.434
C 4.426 -0.879 1.494  -0.893
B 2.984 -1.662 1.616  0.628
Cl 1.728 -0.554 2.571  -0.451
C 2.273 -2.122 0.219  -0.087
Br 1.812 -0.600 -0.940  -0.184
C 1.089 -3.090 0.502  0.366
C 1.187 -4.404 -0.293  -1.177
Br -0.722 -2.383 0.277  -0.132
H 4.714 -4.494 0.683  0.183
H 6.258 -5.099 1.336  0.023
H 5.131 -4.200 2.367  0.266
H 6.622 -2.289 -0.791  0.323
H 5.022 -2.987 -0.674  0.252
H 6.078 -0.324 0.230  0.412
H 4.613 -0.653 -0.663  0.165
H 4.252 0.180 1.701  0.290
H 5.082 -1.230 2.294  0.252
H 3.106 -2.686 2.282  -0.314
H 2.954 -2.687 -0.409  -0.274
H 1.139 -3.306 1.564  0.273
H 1.444 -5.229 0.371  0.270
H 1.967 -4.340 -1.051  0.286
H 0.257 -4.651 -0.797  0.418
C 9.264 -7.965 0.360  -1.125
C 9.908 -8.840 1.144  0.380
C 10.528 -8.442 2.465  1.096
O 11.078 -9.332 3.094  -0.652
C 10.433 -7.068 2.894  -0.956
C 9.787 -6.185 2.113  0.368
C 9.161 -6.585 0.792  1.033
O 8.607 -5.700 0.174  -0.582
O 9.631 -4.913 2.414  -0.576
O 10.069 -10.122 0.852  -0.588
H 8.820 -8.241 -0.586  0.430
H 10.881 -6.793 3.838  0.429
H 9.097 -4.509 1.698  0.348
H 10.565 -10.502 1.604  0.374
C -4.771 1.334 -1.124  -0.982
C -4.040 0.370 -0.535  0.423
C -4.645 -0.564 0.495  0.947
O -3.934 -1.426 0.962  -0.534
C -6.043 -0.374 0.862  -1.026
C -6.748 0.602 0.278  0.233
C -6.145 1.512 -0.762  1.168
O -6.886 2.368 -1.234  -0.726
O -8.023 0.868 0.544  -0.611
O -2.772 0.189 -0.810  -0.478
H -4.353 2.012 -1.853  0.487
H -6.465 -1.033 1.607  0.450
H -8.259 1.624 -0.030  0.362
H -2.393 -0.532 -0.266  0.003
C -1.186 4.827 -3.472  -1.026
C -1.514 4.206 -2.325  0.335
C -2.813 4.503 -1.610  1.076
O -3.053 3.881 -0.593  -0.639
C -3.727 5.479 -2.170  -1.097
C -3.394 6.085 -3.316  0.250
C -2.099 5.792 -4.038  1.004
O -1.908 6.400 -5.079  -0.660
O -4.147 6.989 -3.930  -0.596
O -0.755 3.301 -1.744  -0.527
H -0.263 4.626 -3.997  0.448
H -4.653 5.651 -1.634  0.768
H -3.646 7.239 -4.732  0.370
H -1.221 2.983 -0.947  0.355
C -9.978 5.999 0.370  -0.804
C -8.870 5.552 -0.246  0.176
C -7.678 6.456 -0.499  0.997
O -6.719 5.976 -1.074  -0.494
C -7.743 7.834 -0.059  -1.112
C -8.850 8.269 0.558  0.342
C -10.038 7.370 0.815  1.094
O -10.986 7.876 1.393  -0.648
O -9.019 9.506 0.996  -0.594
O -8.738 4.311 -0.664  -0.512
H -10.834 5.366 0.556  0.445
H -6.892 8.471 -0.250  0.452
H -9.909 9.526 1.400  0.367
H -7.839 4.185 -1.033  0.286

Output
Relative energy (zero: lowest compared OMol25 entry of this formula, charge and spin): 0.00 kJ/mol
Gap between HOMO and LUMO: 0.1952 hartree
E: -220742.06968 eV
Net charge: -1
LUMO level: -0.3 eV

Maximum force values (in Eh/bohr) by entry order: 0.026; 0.014; 0.012.